C4H6 | ωB97M-V/def2-TZVPD

- Spin multiplicity: 1
- Orbital gap: 11.61 eV
- SMILES: C#C.C=C
- ΔE to the lowest compared entry with this formula, charge and spin: 62.12 kcal/mol
- HOMO level: -10.4 eV
- E_LUMO: 1.176 eV

Each line ends with the natural charge from an NBO analysis.
Atoms and positions in Å:
C (-2.077, 0.504, -2.248)  -0.254
C (-1.249, 0.500, -1.401)  -0.238
C (1.757, -0.211, 2.152)  -0.385
C (1.145, -0.582, 1.021)  -0.393
H (-2.783, 0.134, -3.042)  0.251
H (-0.407, 0.525, -0.644)  0.232
H (2.596, -0.942, 2.550)  0.197
H (1.386, 0.529, 2.837)  0.202
H (1.514, -1.510, 0.439)  0.215
H (0.241, -0.004, 0.710)  0.172

***

C39H46BrCaF5I2N3O3SSi | ωB97M-V/def2-TZVPD

- Spin multiplicity: 1
- Net charge: -1
- Orbital gap: 7.07 eV
- ΔE to the lowest compared entry with this formula, charge and spin: 0.00 kcal/mol
- HOMO level: -5.0 eV
- E_LUMO: 2.072 eV

Each line ends with the Löwdin charge.
Atoms and positions in Å:
Ca (0.553, 0.872, 1.578)  1.195
I (0.446, 5.108, -1.733)  0.895
C (1.447, 4.893, 0.064)  -0.663
C (2.143, 6.009, 0.571)  -0.253
C (2.828, 5.953, 1.748)  -0.703
I (3.811, 7.651, 2.417)  0.875
C (2.856, 4.732, 2.488)  -0.211
C (3.553, 4.556, 3.706)  -0.055
C (3.545, 3.351, 4.338)  -0.048
C (2.833, 2.288, 3.751)  -0.131
N (2.178, 2.415, 2.629)  0.018
C (2.160, 3.619, 1.983)  -0.138
C (1.393, 3.678, 0.732)  -0.472
O (0.752, 2.656, 0.320)  -0.282
H (2.123, 6.928, 0.001)  0.065
H (4.094, 5.394, 4.126)  0.051
H (4.072, 3.199, 5.270)  0.101
H (2.801, 1.305, 4.208)  0.117
C (-3.048, 3.391, 6.311)  -0.088
C (-3.475, 3.275, 4.859)  -0.269
N (-3.510, 1.888, 4.401)  -0.143
C (-4.779, 1.194, 4.591)  -0.226
C (-5.659, 1.263, 3.356)  -0.076
C (-2.460, 1.282, 3.815)  -0.709
S (-0.972, 2.138, 3.668)  0.644
N (-2.730, -0.006, 3.467)  0.096
C (-2.135, -0.616, 2.465)  -0.467
O (-1.407, -0.111, 1.574)  -0.230
C (-2.389, -2.098, 2.344)  -0.125
C (-3.440, -2.715, 3.012)  -0.034
C (-3.649, -4.079, 2.871)  -0.095
C (-2.799, -4.837, 2.078)  -0.103
C (-1.740, -4.226, 1.420)  -0.079
C (-1.540, -2.859, 1.545)  -0.018
H (-3.068, 4.432, 6.638)  0.071
H (-2.032, 3.016, 6.429)  0.058
H (-3.708, 2.819, 6.967)  0.067
H (-2.803, 3.836, 4.214)  0.070
H (-4.481, 3.679, 4.715)  0.113
H (-5.267, 1.667, 5.447)  0.110
H (-4.576, 0.158, 4.858)  0.103
H (-5.868, 2.296, 3.074)  0.070
H (-6.610, 0.756, 3.527)  0.070
H (-5.162, 0.779, 2.516)  0.070
H (-4.083, -2.108, 3.635)  0.098
H (-4.476, -4.552, 3.387)  0.094
H (-2.959, -5.903, 1.977)  0.094
H (-1.063, -4.813, 0.811)  0.098
H (-0.721, -2.367, 1.042)  0.075
F (6.305, -2.735, -0.499)  0.086
C (5.229, -2.255, 0.152)  -0.163
C (4.697, -1.020, -0.178)  -0.160
F (5.255, -0.297, -1.159)  0.101
C (3.594, -0.547, 0.500)  -0.179
F (3.083, 0.654, 0.158)  0.045
C (2.949, -1.266, 1.521)  -0.339
O (1.882, -0.799, 2.098)  -0.248
C (3.526, -2.503, 1.840)  -0.147
F (2.988, -3.269, 2.800)  0.097
C (4.632, -2.988, 1.162)  -0.155
F (5.134, -4.191, 1.481)  0.098
C (-1.976, -1.324, -5.069)  -0.093
C (-1.571, -0.826, -3.671)  -0.624
C (-1.877, 0.678, -3.587)  -0.103
C (-2.502, -1.495, -2.643)  -0.108
Si (0.287, -1.134, -3.336)  0.414
Br (0.512, -0.770, -1.187)  0.742
C (1.460, 0.138, -4.154)  -0.615
C (1.171, 0.257, -5.662)  -0.093
C (2.932, -0.272, -3.988)  -0.099
C (1.355, 1.544, -3.534)  -0.125
C (0.830, -2.947, -3.604)  -0.621
C (1.059, -3.246, -5.097)  -0.092
C (-0.223, -3.936, -3.080)  -0.104
C (2.131, -3.285, -2.854)  -0.112
H (-3.026, -1.067, -5.248)  0.084
H (-1.892, -2.406, -5.167)  0.062
H (-1.394, -0.868, -5.872)  0.066
H (-2.957, 0.819, -3.707)  0.086
H (-1.385, 1.261, -4.366)  0.063
H (-1.599, 1.102, -2.621)  0.081
H (-3.531, -1.235, -2.914)  0.084
H (-2.327, -1.138, -1.628)  0.058
H (-2.438, -2.581, -2.625)  0.059
H (1.176, -0.700, -6.185)  0.062
H (1.945, 0.882, -6.123)  0.085
H (0.214, 0.740, -5.865)  0.066
H (3.199, -1.172, -4.545)  0.065
H (3.213, -0.421, -2.945)  0.066
H (3.555, 0.540, -4.376)  0.089
H (0.366, 1.993, -3.592)  0.045
H (2.042, 2.199, -4.080)  0.086
H (1.650, 1.564, -2.485)  0.054
H (0.185, -3.054, -5.721)  0.067
H (1.309, -4.307, -5.209)  0.085
H (1.892, -2.675, -5.507)  0.063
H (-1.156, -3.919, -3.641)  0.064
H (-0.459, -3.772, -2.027)  0.072
H (0.187, -4.947, -3.172)  0.084
H (2.985, -2.693, -3.177)  0.058
H (2.372, -4.336, -3.046)  0.085
H (2.032, -3.164, -1.775)  0.055

***

C4H9NO4 | ωB97M-V/def2-TZVPD

- Spin multiplicity: 1
- Orbital gap: 9.49 eV
- ΔE to the lowest compared entry with this formula, charge and spin: 73.76 kcal/mol
- HOMO level: -8.8 eV
- E_LUMO: 0.660 eV

Each line ends with the natural charge from an NBO analysis.
Atoms and positions in Å:
C (1.164, -0.788, 0.614)  0.905
C (0.391, -1.416, -1.612)  -0.401
C (-1.060, -0.197, -0.107)  -0.397
C (-0.690, 2.581, 1.453)  0.406
N (0.172, -0.825, -0.321)  -0.431
O (1.032, -0.280, 1.744)  -0.715
O (2.309, -1.335, 0.164)  -0.701
O (0.388, 2.364, 2.305)  -0.754
O (-0.998, 3.764, 1.519)  -0.648
H (0.280, -0.694, -2.453)  0.194
H (1.192, -1.998, -1.725)  0.226
H (-0.389, -2.151, -1.766)  0.188
H (-1.275, -0.102, 0.966)  0.249
H (-1.211, 0.806, -0.758)  0.201
H (-1.630, -0.933, -0.597)  0.183
H (3.047, -1.319, 0.697)  0.505
H (0.656, 1.484, 2.223)  0.519
H (-0.474, 4.261, 2.198)  0.473

***

C3H7N3S2 | ωB97M-V/def2-TZVPD

- Spin multiplicity: 1
- Orbital gap: 8.58 eV
- SMILES: CN=C1NSCSN1
- ΔE to the lowest compared entry with this formula, charge and spin: 63.90 kcal/mol
- HOMO level: -8.2 eV
- E_LUMO: 0.417 eV

Each line ends with the natural charge from an NBO analysis.
Atoms and positions in Å:
C (-1.404, 2.954, -0.784)  -0.438
C (0.022, 0.980, -0.378)  0.551
C (0.767, -1.707, 1.016)  -0.706
H (-1.563, 3.468, -1.814)  0.220
H (-1.165, 3.623, 0.121)  0.198
H (-2.418, 2.521, -0.388)  0.161
H (-1.496, 1.032, 1.165)  0.423
H (1.484, -1.178, 1.697)  0.239
H (0.971, -2.737, 1.184)  0.253
H (1.561, 0.840, -1.633)  0.426
N (-0.265, 2.102, -0.885)  -0.549
N (-0.851, 0.457, 0.600)  -0.796
N (1.226, 0.440, -0.718)  -0.714
S (-0.942, -1.209, 1.250)  0.407
S (1.289, -1.411, -0.777)  0.325